Record 1
Density functional theory data (ωB97M-V with the def2-TZVPD basis set) for a 2-piece molecular cluster, C5H14N2O2 overall in a non-equilibrium geometry.

Positions of all 23 atoms, in Å:
C  2.429075  1.073342  0.513269
C  0.976625  0.602066  0.606998
C  0.063911  1.768520  0.988490
C  0.513866  -0.064867  -0.693041
C  -0.396800  -1.479889  -0.422764
N  -0.495003  -2.231831  -1.557663
O  -0.435132  -1.979026  0.687883
H  2.746702  1.533691  1.448739
H  2.544778  1.805222  -0.287007
H  3.097006  0.235297  0.315915
H  0.919142  -0.147698  1.404581
H  0.383510  2.213225  1.930127
H  0.097729  2.541442  0.219042
H  -0.963258  1.426313  1.092054
H  0.062040  0.653242  -1.383548
H  1.379977  -0.455969  -1.233997
H  -0.333193  -1.803974  -2.452899
H  -0.716708  -3.207773  -1.435062
N  -2.339474  -0.485816  -0.430595
O  -2.604625  -0.459304  0.966994
H  -1.927161  0.456187  -0.719738
H  -3.114818  -0.968127  -0.890079
H  -1.888188  -1.024274  1.332302

Cartesian forces (eV/Å) of the 6 atoms listed first:
C -0.17 -0.15 -0.04
C -0.13 0.05 0.06
C 0.12 -0.25 -0.10
C -0.70 -1.94 0.47
C 2.62 1.75 -0.87
N -0.02 0.07 0.11

Highest occupied orbital energy in eV: -9.1
Electronic energy in eV: -12485.3910
Gap between HOMO and LUMO in eV: 9.863
ΔE to the lowest compared entry with this formula, charge and spin in kcal per mole: 67.7



Record 2
Density functional theory data (ωB97M-V with the def2-TZVPD basis set) for C5H14N2O2 as an isolated structure in a non-equilibrium geometry.

Positions of all 23 atoms, in Å:
C  1.629581  -0.025475  -0.868803
C  2.299860  0.608487  0.311089
C  1.731369  -1.513416  -1.007868
N  -0.161417  0.579452  -1.136030
H  1.935089  0.473432  -1.789548
H  -0.270996  1.550417  -1.418160
H  -0.571150  -0.044647  -1.823161
H  3.367210  0.711736  0.084920
H  1.093233  -1.888254  -1.808906
H  2.185347  -0.002646  1.204037
H  1.889882  1.596391  0.507936
H  1.475063  -2.024889  -0.086378
H  2.768518  -1.760465  -1.265814
C  -2.363862  0.075739  0.257937
C  -0.853440  0.321451  0.415108
N  -2.913888  -0.091046  1.601818
O  -0.670578  1.611126  0.973359
O  -0.180520  -0.648317  0.897617
H  -0.711530  1.493980  1.933908
H  -3.906273  -0.294815  1.566221
H  -2.446674  -0.872651  2.053384
H  -2.833974  0.944440  -0.208244
H  -2.490850  -0.800031  -0.394420

Cartesian forces (eV/Å) of the 6 atoms listed first:
C -1.73 1.48 -1.52
C -0.29 -0.01 0.31
C -0.37 -0.14 0.05
N 1.73 -0.99 1.80
H 0.20 -0.13 0.03
H 0.42 -0.03 -0.15

Highest occupied orbital energy in eV: -8.3
Electronic energy in eV: -12485.3964
Gap between HOMO and LUMO in eV: 9.061
ΔE to the lowest compared entry with this formula, charge and spin in kcal per mole: 67.6



Record 3
Density functional theory data (ωB97M-V with the def2-TZVPD basis set) for a 3-piece molecular cluster, C5H14N2O2 overall in a non-equilibrium geometry.

Positions of all 23 atoms, in Å:
C  0.172564  -0.479750  -0.039589
C  -0.198850  1.980597  0.597103
C  -0.247036  0.226814  -1.111507
C  1.598981  -0.617609  0.364482
C  -0.701688  1.688642  1.972309
N  0.128139  -1.974052  -1.995122
N  -1.134224  -2.574253  -2.151430
O  -0.744586  -1.162394  0.675773
O  1.067593  2.555264  0.501891
H  -0.308048  -1.705589  1.342317
H  1.631682  2.193548  1.195056
H  0.373195  -1.608309  -2.917014
H  -0.878127  2.520563  -0.053953
H  -1.876701  -1.942269  -2.461375
H  -1.413177  -2.962797  -1.258471
H  0.461739  0.796291  -1.687876
H  -1.293210  0.240024  -1.379203
H  1.714065  -0.481874  1.445132
H  2.219249  0.111477  -0.151356
H  1.937003  -1.618751  0.088687
H  -0.027263  1.015853  2.518359
H  -1.674914  1.198607  1.922780
H  -0.806386  2.599971  2.583006

Cartesian forces (eV/Å) of the 6 atoms listed first:
C -0.06 0.52 -1.13
C -0.10 1.19 0.69
C 0.29 -0.53 0.67
C -0.11 -0.01 0.02
C 0.06 0.02 0.07
N -0.50 -1.47 -0.61

Highest occupied orbital energy (spin up / spin down) in eV: -6.9 / -5.8
Electronic energy in eV: -12481.5800
Gap between HOMO and LUMO (spin up / spin down) in eV: 7.544 / 6.404
ΔE to the lowest compared entry with this formula, charge and spin in kcal per mole: 155.6



Record 4
Density functional theory data (ωB97M-V with the def2-TZVPD basis set) for C5H14N2O2S as an isolated structure in a non-equilibrium geometry.

Positions of all 24 atoms, in Å:
C  2.068024  1.171788  -1.438172
C  -0.364429  1.293286  -0.893131
C  0.247654  0.796169  1.907748
C  -1.982825  -2.571146  0.144458
C  0.974542  0.838561  -0.410151
N  1.242953  0.960921  0.903512
N  -1.324296  -1.385874  -0.505139
O  0.929184  -2.064617  0.609720
O  0.692419  -1.987879  -1.847145
S  0.426604  -1.390003  -0.578604
H  2.840450  1.966130  -1.265957
H  2.535868  0.168794  -1.855995
H  1.570740  1.508507  -2.278645
H  -1.272369  1.290365  -0.338460
H  -0.479436  0.715794  -1.789942
H  -0.270788  2.329624  -1.245637
H  -0.125989  -0.165399  1.958245
H  0.660913  1.059910  2.889678
H  -0.564335  1.557461  1.722115
H  -2.030462  -3.507380  -0.473075
H  -1.519598  -2.937738  1.013551
H  -3.107510  -2.403367  0.233964
H  2.152533  0.572857  1.037847
H  -1.794426  -1.297625  -1.380680

Cartesian forces (eV/Å) of the 6 atoms listed first:
C 1.69 -2.95 0.18
C 0.46 1.47 -1.48
C -0.34 3.02 0.81
C -1.79 -0.48 -2.19
C -1.23 -0.27 0.16
N 1.33 0.36 -0.92

Highest occupied orbital energy in eV: -8.4
Electronic energy in eV: -23319.9418
Gap between HOMO and LUMO in eV: 9.169
ΔE to the lowest compared entry with this formula, charge and spin in kcal per mole: 33.9



Record 5
Density functional theory data (ωB97M-V with the def2-TZVPD basis set) for an isolated ion of composition C5H14N2P and charge +1 in a non-equilibrium geometry.

Positions of all 22 atoms, in Å:
C  0.628403  -1.211602  -1.455329
C  -0.615988  -1.831844  -0.814099
C  -1.262497  0.122928  0.659623
C  -0.183838  1.116910  0.379775
C  1.093281  1.079667  1.130798
N  0.332725  0.128133  -1.808161
N  -0.826465  -1.312506  0.564546
P  -0.677326  2.525871  -0.653492
H  1.499736  -1.337703  -0.788530
H  0.856693  -1.772637  -2.373121
H  -1.479674  -1.563714  -1.422602
H  -0.522561  -2.916799  -0.758058
H  -1.653246  0.273382  1.675716
H  -2.077034  0.273460  -0.054692
H  1.946141  1.261265  0.478593
H  1.266435  0.153274  1.673653
H  1.101748  1.890696  1.859766
H  1.172773  0.640591  -2.060972
H  -1.530590  -1.894579  1.028849
H  0.058476  -1.406206  1.082119
H  0.576738  3.131526  -0.625180
H  -1.129476  3.331232  0.403547

Cartesian forces (eV/Å) of the 6 atoms listed first:
C 0.01 -0.49 0.31
C 0.52 -0.17 -0.90
C -0.32 0.72 -0.01
C 0.39 -0.88 -1.78
C 0.05 0.12 0.08
N -0.75 0.88 0.93

Total charge: +1
Highest occupied orbital energy (spin up / spin down) in eV: -13.0 / -11.9
Electronic energy in eV: -17671.0188
Gap between HOMO and LUMO (spin up / spin down) in eV: 9.013 / 7.803
ΔE to the lowest compared entry with this formula, charge and spin in kcal per mole: 56.5



Record 6
Density functional theory data (ωB97M-V with the def2-TZVPD basis set) for a 2-piece molecular cluster, C5H14N2S overall in a non-equilibrium geometry.

Positions of all 22 atoms, in Å:
N  -2.533035  1.086295  0.678712
C  -1.223773  1.197314  0.087077
C  -1.261458  0.754341  -1.370882
S  -3.365204  -1.729588  -0.477162
C  -0.344508  0.196857  0.834327
N  0.975787  0.167067  0.322802
C  1.704573  -1.085104  0.380252
C  2.887719  -0.792830  -0.435067
H  -2.300666  0.687583  1.629860
H  -0.191514  0.788756  -1.738219
H  -2.858315  0.150671  0.323598
H  -0.664846  2.184098  0.396500
H  -2.069943  1.413958  -1.728164
H  -1.635629  -0.256519  -1.497155
H  -0.331271  0.367469  1.917323
H  -0.822637  -0.800750  0.755776
H  1.641563  0.897706  0.531941
H  1.982899  -1.264440  1.419885
H  0.998714  -1.870380  0.155832
H  2.408051  -0.345588  -1.310629
H  3.425260  -1.693227  -0.735364
H  3.578233  -0.053696  -0.141253

Cartesian forces (eV/Å) of the 6 atoms listed first:
N 0.24 -1.97 1.48
C 1.47 0.54 1.22
C 0.60 1.64 0.58
S -0.25 -0.59 -0.13
C -0.01 -1.32 -0.16
N -0.25 -1.60 2.74

Total charge: +1
Spin multiplicity: 2
Expectation value of S²: 1.75
Highest occupied orbital energy (spin up / spin down) in eV: -13.6 / -13.0
Electronic energy in eV: -19214.8714
Gap between HOMO and LUMO (spin up / spin down) in eV: 5.721 / 7.109
ΔE to the lowest compared entry with this formula, charge and spin in kcal per mole: 111.7